This record from the OMol25 dataset describes 2 unconnected molecules or ions with the total composition C2H3NO3. The level of theory is wB97M-V/def2-TZVPD.

Cartesian coordinates (Å):
O 0.4574 -1.1389 -3.7993
C 0.0558 -1.3416 -2.7623
O -0.3211 -1.5798 -1.7064
C -0.3386 -0.3199 0.2857
N -0.2200 0.8656 -0.0886
O 1.0407 1.3582 0.2317
H 0.5037 -0.7444 0.6512
H -1.3758 -0.5978 0.2365
H 1.1952 2.2333 -0.1087

Computed properties:
Relative energy (zero: lowest compared OMol25 entry of this formula, charge and spin): 65.8 kcal per mole
SMILES: O=C=O.C=NO
LUMO: 0.59 eV
Total charge: 0
Highest occupied orbital energy: -9.82 eV
Max |F|: 0.06531 Eh/bohr